a | 13
Properties=species:S:1:pos:R:3:nbo_charge:R:1 method="wB97M-V/def2-TZVPD" orbital_gap_ha=0.3398 multiplicity=1 homo_energy_ev=-8.58
C -0.582 0.065 -0.518 -0.386
C -0.497 -0.618 0.748 -0.364
C 0.467 1.078 0.063 -0.440
C 1.602 0.099 0.316 -0.203
C 0.917 -0.947 0.815 -0.211
H 0.820 -1.448 -1.539 0.126
H -1.641 0.500 -0.670 0.254
H -1.328 -1.261 1.036 0.249
H 0.920 1.937 -0.550 0.248
H 2.656 0.208 0.136 0.234
H 1.338 -2.039 0.976 0.238
S -0.351 -0.855 -1.956 0.005
S -0.536 1.108 1.460 0.251

---

b | 13
Properties=species:S:1:pos:R:3:nbo_charge:R:1 method="wB97M-V/def2-TZVPD" orbital_gap_ha=0.2788 multiplicity=1 homo_energy_ev=-7.90
C -0.004 0.292 0.287 -0.111
C -0.194 -0.920 -0.033 -0.260
C 0.649 1.397 -1.738 -0.156
C 0.816 2.687 -1.706 -0.552
C -0.635 -2.113 0.815 -0.638
S -0.005 -1.512 -1.706 0.140
S 0.692 0.092 -2.864 0.180
H -0.176 1.166 0.989 0.249
H 0.913 3.349 -2.527 0.216
H 0.421 3.375 -0.866 0.223
H -1.460 -2.625 0.363 0.235
H -0.955 -1.644 1.810 0.230
H 0.220 -2.815 1.152 0.244

---

How far above the most stable structure does each one sit? In hartree: a 0.0000; b 0.0713.

---

a | 12
Properties=species:S:1:pos:R:3:nbo_charge:R:1 method="wB97M-V/def2-TZVPD" orbital_gap_ha=0.3056 multiplicity=1 homo_energy_ev=-8.33
C -1.880 -0.294 -0.136 -0.330
C -0.387 -0.222 0.040 -0.013
C 0.370 0.706 -0.546 -0.097
C 1.454 -0.956 0.464 0.204
H -1.117 1.500 0.293 0.161
H 0.153 1.622 -0.983 0.240
H 2.489 0.508 -0.663 0.414
H 2.290 -1.436 1.135 0.213
N 1.640 0.264 -0.284 -0.529
N 0.241 -1.247 0.554 -0.417
S -2.580 1.222 0.347 0.078
S -2.673 -1.669 -0.221 0.076

---

b | 12
Properties=species:S:1:pos:R:3:nbo_charge:R:1 method="wB97M-V/def2-TZVPD" orbital_gap_ha=0.2782 multiplicity=1 homo_energy_ev=-7.93
S 2.746 -1.416 0.055 -0.137
C 1.267 -0.600 0.148 0.055
C 1.346 0.754 -0.146 -0.322
C 0.213 1.420 -0.072 0.016
N -0.893 0.715 0.377 -0.606
C -0.920 -0.662 0.227 0.350
S -2.583 -1.240 -0.086 0.044
N 0.128 -1.312 0.052 -0.494
H 2.402 1.005 -0.473 0.276
H 0.220 2.409 -0.525 0.231
H -1.782 1.376 0.563 0.434
H -2.144 -2.450 -0.118 0.152

---

c | 12
Properties=species:S:1:pos:R:3:nbo_charge:R:1 method="wB97M-V/def2-TZVPD" orbital_gap_ha=0.3048 multiplicity=1 homo_energy_ev=-8.42
C -1.875 -0.321 0.217 -0.346
C -0.884 -1.334 0.146 -0.385
S 0.598 -1.205 -0.997 0.119
C 2.074 -0.238 -0.143 -0.016
N 1.949 0.812 0.574 -0.233
N 0.663 0.941 0.888 -0.233
C -0.011 1.386 -0.156 -0.139
S -1.741 1.463 0.105 0.312
H -2.837 -0.689 0.927 0.249
H -1.177 -2.398 0.319 0.241
H 2.965 -0.258 -0.681 0.199
H 0.275 1.840 -1.199 0.232

---

How far above the most stable structure does each one sit? In hartree: a 0.0162; b 0.0000; c 0.1159.

---

a | 15
Properties=species:S:1:pos:R:3:nbo_charge:R:1 method="wB97M-V/def2-TZVPD" orbital_gap_ha="0.2956 / 0.2955" multiplicity=1 homo_energy_ev="-9.30 / -9.30"
C -1.039 0.407 1.354 -0.423
C -1.151 0.137 -1.059 -0.452
N 2.094 0.813 -0.203 -0.925
N -0.779 -0.405 0.273 -0.611
O 1.102 -1.432 1.528 -0.891
S 0.892 -2.515 -1.110 -0.343
S 0.743 -1.100 0.185 1.672
H -0.859 -0.120 2.244 0.232
H -0.147 1.186 1.253 0.197
H -1.960 0.874 1.353 0.218
H -2.017 0.743 -1.035 0.226
H -0.153 0.450 -1.574 0.206
H -1.436 -0.680 -1.734 0.227
H 2.918 0.331 -0.506 0.342
H 1.791 1.312 -0.969 0.323

---

b | 15
Properties=species:S:1:pos:R:3:nbo_charge:R:1 method="wB97M-V/def2-TZVPD" orbital_gap_ha=0.3260 multiplicity=1 homo_energy_ev=-9.04
C -2.476 -0.194 0.653 -0.451
C -1.719 -0.170 -1.457 0.007
N 3.529 1.465 0.277 -1.074
N -1.364 -0.251 -0.261 -0.410
O 0.460 -1.418 1.494 -0.907
S 1.549 -1.350 -1.035 -0.463
S 0.695 -0.473 0.460 1.202
H -2.545 0.909 1.082 0.216
H -3.390 -0.437 0.278 0.198
H -2.154 -0.836 1.616 0.237
H -0.867 -0.297 -2.121 0.199
H -2.678 -0.201 -1.909 0.181
H 4.455 1.244 -0.058 0.351
H 2.941 0.830 -0.265 0.361
H 3.562 1.179 1.247 0.353

---

How far above the most stable structure does each one sit? In hartree: a 0.0678; b 0.0000.

---

a | 20
Properties=species:S:1:pos:R:3:nbo_charge:R:1 method="wB97M-V/def2-TZVPD" orbital_gap_ha=0.3627 charge=+1 multiplicity=1 homo_energy_ev=-13.49
O -1.432 -1.879 1.508 -0.550
C -2.262 -1.896 0.633 0.451
C -3.103 -0.687 0.247 -0.504
C -2.231 0.404 -0.449 -0.426
C -1.059 0.674 0.456 -0.093
C 0.167 0.285 0.191 -0.101
N 1.171 0.290 1.291 -0.686
H -2.475 -2.834 0.087 0.134
H -3.864 -1.027 -0.446 0.242
H -3.535 -0.307 1.171 0.244
H -1.887 0.012 -1.400 0.229
H -2.808 1.324 -0.459 0.253
H -1.307 0.967 1.472 0.222
H 0.575 -0.176 -0.696 0.234
H 2.100 0.538 0.943 0.445
H 1.155 -0.626 1.752 0.459
H 1.008 0.982 2.028 0.446
H 6.009 1.688 -2.506 0.458
H 6.185 1.888 -4.005 0.470
O 6.529 2.173 -3.153 -0.928

---

b | 20
Properties=species:S:1:pos:R:3:nbo_charge:R:1 method="wB97M-V/def2-TZVPD" orbital_gap_ha=0.1873 charge=+1 multiplicity=1 homo_energy_ev=-13.92
O 1.715 -0.521 -1.990 -0.687
C 0.501 -0.772 -1.370 -0.065
C 0.728 -1.536 -0.023 -0.402
C -0.189 -1.163 1.160 -0.488
C -0.603 0.271 1.082 0.372
C -1.802 0.774 0.622 -0.075
N 0.471 1.133 1.263 -0.684
H -0.042 -1.443 -2.011 0.202
H 1.731 -1.407 0.347 0.239
H 0.530 -2.594 -0.192 0.239
H -1.040 -1.843 1.230 0.243
H 0.317 -1.272 2.125 0.269
H -1.844 1.793 0.267 0.259
H -2.770 0.269 0.599 0.252
H 0.769 1.395 2.185 0.444
H 0.526 1.841 0.496 0.455
H 0.117 0.254 -1.056 0.240
H -0.564 2.654 -1.507 0.483
H 1.922 0.407 -2.098 0.488
O -0.474 1.760 -1.126 -0.786

---

c | 20
Properties=species:S:1:pos:R:3:nbo_charge:R:1 method="wB97M-V/def2-TZVPD" orbital_gap_ha="0.3126 / 0.3128" charge=+1 multiplicity=1 homo_energy_ev="-13.75 / -13.75"
C 1.575 0.730 2.330 -0.226
C 0.604 0.327 1.446 -0.354
C -0.707 -0.632 -1.906 -0.418
C -1.608 1.027 -0.543 -0.441
C 0.609 0.050 0.062 0.731
N -0.718 -0.093 -0.552 -0.425
O 0.432 -2.028 0.350 -0.945
O 1.688 0.185 -0.756 -0.602
H 1.377 0.875 3.351 0.239
H 2.739 0.617 2.040 0.216
H -0.496 0.364 1.789 0.235
H -1.809 -0.797 -2.209 0.242
H -0.276 0.036 -2.641 0.240
H -0.160 -1.505 -1.839 0.265
H -1.657 1.490 0.435 0.246
H -1.536 1.619 -1.495 0.261
H -2.611 0.528 -0.659 0.247
H -0.874 -0.855 0.026 0.503
H 0.944 -2.293 1.083 0.467
H 2.485 0.356 -0.312 0.520

---

d | 20
Properties=species:S:1:pos:R:3:nbo_charge:R:1 method="wB97M-V/def2-TZVPD" orbital_gap_ha=0.3721 charge=+1 multiplicity=1 homo_energy_ev=-13.83
C 2.890 0.712 0.507 -0.635
C 1.674 0.673 -0.402 -0.038
N 1.274 2.124 -0.671 -0.678
C 0.535 -0.023 0.297 -0.434
C -0.772 -0.146 -0.515 -0.511
C -1.780 -1.023 0.174 0.792
O -2.166 -0.789 1.287 -0.560
O -2.200 -2.025 -0.588 -0.689
H 3.216 -0.323 0.585 0.259
H 2.637 1.062 1.508 0.229
H 3.696 1.348 0.125 0.230
H 1.903 0.191 -1.344 0.233
H 1.850 2.490 -1.428 0.447
H 0.289 2.233 -0.918 0.443
H 1.422 2.676 0.177 0.444
H 0.236 0.434 1.248 0.243
H 0.833 -1.051 0.530 0.254
H -1.259 0.836 -0.593 0.212
H -0.600 -0.442 -1.551 0.234
H -3.049 -2.453 -0.418 0.525

---

How far above the most stable structure does each one sit? In hartree: a 0.0675; b 0.2927; c 0.1841; d 0.0000.